Entry 1:
This record from the OMol25 dataset describes an isolated molecule of C4H8N4O at a distorted geometry. The level of theory is ωB97M-V with the def2-TZVPD basis set.

Structure (XYZ):
```
17
Properties=species:S:1:pos:R:3:lowdin_charge:R:1
C 2.71 -0.75 -1.04 -0.1610
C 1.18 0.04 0.41 -0.4224
C -2.27 0.30 -0.42 -0.0455
C -0.67 0.66 1.47 -0.4744
H 2.14 -0.18 -1.80 0.0743
H 3.83 -0.61 -1.20 0.0885
H 2.57 -1.83 -1.22 0.0700
H -0.08 -1.15 -0.59 0.1570
H -2.91 1.00 0.12 0.0872
H -2.30 0.56 -1.46 0.0823
H -2.68 -0.72 -0.32 0.0956
H -2.39 1.10 2.17 0.0686
N 2.41 -0.31 0.31 0.0669
N 0.13 -0.14 -0.53 0.1065
N -0.96 0.56 0.11 -0.1107
N -1.38 1.01 2.44 0.1744
O 0.66 0.47 1.56 0.1426
```

Calculated values
strongest force on any atom: 2.69 eV/A
SMILES: [H]/N=c1/o/c(=N/C)[nH]n1C
total charge: 0
total energy: -451.42255 Ha
E_HOMO: -9.28 eV

***

Entry 2:
This record from the OMol25 dataset describes a cluster of 3 separate species, C31H23BINO5 in total at a distorted geometry. The level of theory is ωB97M-V with the def2-TZVPD basis set.

Structure (XYZ):
```
62
Properties=species:S:1:pos:R:3:lowdin_charge:R:1
N -8.72 0.74 0.07 0.1537
C -8.44 -0.61 -0.07 -0.5328
O -8.05 -1.28 0.88 0.0587
C -8.68 -1.25 -1.42 -0.1415
C -7.77 -0.66 -2.52 -0.2573
B -6.32 -1.23 -2.38 -0.6693
I -4.68 0.04 -2.90 0.8835
H -8.51 1.30 -0.74 0.0826
H -8.22 1.09 0.87 0.1049
H -8.47 -2.30 -1.28 0.1075
H -9.72 -1.17 -1.71 0.1196
H -8.16 -0.90 -3.50 0.1088
H -7.75 0.42 -2.44 0.0629
H -6.16 -2.34 -2.00 0.0282
C -0.81 1.15 -3.02 -0.0610
C 0.38 1.81 -2.77 -0.0468
C 1.56 1.10 -2.60 -0.0052
C 1.54 -0.29 -2.68 -0.0852
C 0.34 -0.96 -2.91 -0.0771
C -0.84 -0.24 -3.09 -0.0231
C 0.28 -2.45 -2.95 -0.2748
O -0.76 -3.03 -3.17 0.1116
C 1.55 -3.20 -2.71 -0.0793
C 1.52 -4.59 -2.69 -0.0004
C 2.68 -5.30 -2.48 -0.0547
C 3.89 -4.63 -2.29 -0.0565
C 3.92 -3.25 -2.31 -0.0068
C 2.76 -2.53 -2.51 -0.0831
C 2.81 -1.04 -2.50 -0.2842
O 3.86 -0.46 -2.33 0.0874
H -1.72 1.71 -3.15 0.0873
H 0.40 2.89 -2.70 0.1101
H 2.49 1.61 -2.41 0.1226
H -1.76 -0.77 -3.27 0.0536
H 0.58 -5.10 -2.84 0.1210
H 2.65 -6.38 -2.46 0.1078
H 4.80 -5.19 -2.13 0.1074
H 4.86 -2.72 -2.16 0.1195
C 5.18 -0.52 1.86 -0.0469
C 4.18 -0.38 0.91 -0.0423
C 3.16 0.52 1.10 0.0095
C 3.12 1.30 2.25 -0.0790
C 4.12 1.15 3.22 -0.0835
C 5.15 0.24 3.02 -0.0019
C 4.08 1.94 4.48 -0.2778
O 4.95 1.82 5.32 0.1061
C 2.95 2.89 4.68 -0.0817
C 2.87 3.60 5.87 -0.0032
C 1.83 4.49 6.07 -0.0578
C 0.86 4.67 5.08 -0.0582
C 0.93 3.96 3.90 -0.0040
C 1.97 3.06 3.70 -0.0822
C 2.02 2.28 2.42 -0.2763
O 1.18 2.45 1.56 0.1040
H 5.99 -1.22 1.71 0.1079
H 4.21 -0.98 0.01 0.0847
H 2.38 0.64 0.36 0.1113
H 5.92 0.14 3.77 0.1197
H 3.62 3.46 6.63 0.1199
H 1.77 5.05 6.99 0.1067
H 0.05 5.37 5.24 0.1064
H 0.19 4.09 3.13 0.1192
```

Calculated values
strongest force on any atom: 1.05 eV/A
SMILES: O=C1c2ccccc2C(=O)c2ccccc21.O=C1c2ccccc2C(=O)c2ccccc21.NC(=O)CCBI
total charge: 0
total energy: -1948.69766 Ha
E_HOMO: -9.70 eV

***

Entry 3:
This record from the OMol25 dataset describes a cluster of 10 separate species, C28H68O10 in total at a distorted geometry. The level of theory is ωB97M-V with the def2-TZVPD basis set.

Structure (XYZ):
```
106
Properties=species:S:1:pos:R:3:lowdin_charge:R:1
C 1.52 2.97 -4.74 -0.1235
C 0.00 2.88 -5.13 -0.1780
C -0.60 4.08 -4.63 -0.2352
O 0.09 4.22 -3.41 -0.1484
C 1.47 3.93 -3.55 -0.2026
H 2.24 3.26 -5.51 0.1059
H 1.85 1.99 -4.40 0.0942
H -0.38 1.99 -4.63 0.1070
H -0.28 2.75 -6.17 0.1170
H -1.63 3.83 -4.39 0.1053
H -0.43 4.99 -5.21 0.1343
H 1.96 3.66 -2.62 0.0930
H 1.93 4.86 -3.86 0.1125
C -4.57 0.60 -2.72 -0.1717
C -3.24 1.08 -3.21 -0.1821
C -3.33 2.48 -2.81 -0.2484
O -3.89 2.39 -1.52 -0.1425
C -4.84 1.32 -1.39 -0.1632
H -4.46 -0.47 -2.54 0.1036
H -5.48 0.76 -3.31 0.1150
H -3.09 0.82 -4.26 0.1249
H -2.46 0.64 -2.59 0.1093
H -3.80 3.14 -3.53 0.1262
H -2.33 2.85 -2.54 0.1112
H -5.88 1.63 -1.48 0.1184
H -4.54 0.77 -0.49 0.0927
C 1.23 1.04 -0.86 -0.1435
C 1.89 0.04 0.06 -0.1670
C 1.25 0.27 1.38 -0.2023
O -0.06 0.76 1.07 -0.1588
C -0.17 1.25 -0.26 -0.1890
H 1.25 0.84 -1.93 0.1122
H 1.64 2.05 -0.77 0.0989
H 2.94 0.19 0.29 0.1038
H 1.88 -0.97 -0.34 0.1032
H 1.63 1.11 1.97 0.1241
H 1.21 -0.73 1.82 0.1022
H -0.56 2.26 -0.36 0.1251
H -0.84 0.57 -0.77 0.0885
C 2.59 -6.72 -0.28 -0.1887
C 2.51 -5.63 0.72 -0.1548
C 3.07 -4.40 -0.12 -0.1757
O 3.42 -4.87 -1.40 -0.1142
C 2.68 -5.99 -1.65 -0.2313
H 1.74 -7.39 -0.24 0.1084
H 3.41 -7.42 -0.09 0.1090
H 3.12 -5.94 1.57 0.1086
H 1.48 -5.35 0.96 0.0966
H 3.98 -4.05 0.36 0.1166
H 2.28 -3.64 -0.19 0.0899
H 2.98 -6.58 -2.52 0.1246
H 1.64 -5.79 -1.90 0.1002
O 4.32 -0.13 3.24 -0.0290
H 3.79 0.46 3.77 0.0587
H 4.12 -1.00 3.58 0.0614
O 5.54 1.09 1.19 -0.0284
H 6.21 0.41 1.26 0.0717
H 4.97 0.94 1.95 0.0051
C -2.15 -3.71 4.41 -0.0532
C -1.42 -2.45 4.82 -0.5214
C -0.57 -1.84 3.66 -0.0526
O -2.23 -1.60 5.55 -0.0209
H -2.28 -4.53 5.11 0.0742
H -1.73 -4.18 3.52 0.0728
H -3.20 -3.45 4.25 0.0814
H -0.62 -2.76 5.49 0.1214
H 0.25 -2.50 3.38 0.0763
H -0.31 -0.84 3.98 0.0785
H -1.12 -1.76 2.72 0.0500
H -1.67 -0.89 5.86 0.0923
C -0.58 -3.35 -1.15 -0.0558
C -2.12 -3.23 -1.00 -0.4815
C -2.57 -2.19 0.08 -0.0228
O -2.53 -2.81 -2.24 -0.0391
H -0.22 -4.00 -1.95 0.0700
H -0.09 -3.74 -0.26 0.0615
H -0.22 -2.36 -1.41 0.0782
H -2.40 -4.26 -0.79 0.1285
H -3.64 -1.99 -0.01 0.0700
H -2.15 -1.19 -0.02 0.0640
H -2.52 -2.64 1.07 0.0651
H -2.01 -3.28 -2.90 0.0889
C 5.50 4.51 1.42 -0.0312
C 4.59 3.96 0.21 -0.4787
C 4.17 5.00 -0.81 -0.0569
O 5.43 3.09 -0.46 -0.0767
H 4.86 5.07 2.11 0.0642
H 6.31 5.13 1.03 0.0727
H 5.98 3.65 1.89 0.0549
H 3.75 3.40 0.62 0.1197
H 4.95 5.57 -1.32 0.0818
H 3.66 5.86 -0.37 0.0741
H 3.49 4.72 -1.61 0.0452
H 5.46 2.34 0.14 -0.0011
C -4.99 0.92 4.10 -0.0398
C -4.46 1.53 2.77 -0.4814
C -3.65 0.55 2.07 -0.0973
O -5.45 2.18 1.94 -0.0339
H -5.54 -0.02 4.16 0.0789
H -5.74 1.67 4.36 0.0711
H -4.17 0.93 4.82 0.0732
H -3.70 2.24 3.08 0.1318
H -4.31 -0.14 1.54 0.0791
H -3.12 -0.12 2.75 0.0761
H -2.88 0.94 1.40 0.0788
H -5.05 2.51 1.13 0.0687
```

Calculated values
strongest force on any atom: 3.47 eV/A
SMILES: C1CCOC1.C1CCOC1.C1CCOC1.C1CCOC1.CC(C)O.CC(C)O.CC(C)O.CC(C)O.O.O
total charge: 0
total energy: -1859.81197 Ha
E_HOMO: -9.10 eV

***

Entry 4:
This record from the OMol25 dataset describes a structure of composition C45H95N5O13P2Pb3 at a distorted geometry. The level of theory is ωB97M-V with the def2-TZVPD basis set.

Structure (XYZ):
```
163
Properties=species:S:1:pos:R:3:lowdin_charge:R:1
Pb -1.20 -2.80 0.10 1.5505
Pb -3.24 0.40 0.67 1.5065
Pb -1.19 -1.15 3.56 1.5150
P -0.07 -0.08 0.92 -0.0699
O -0.82 -0.49 -0.30 -0.4947
O 1.23 0.63 0.72 -0.2867
O 0.11 -1.35 1.82 -0.5953
O -1.19 0.70 1.73 -0.5754
P -3.66 -2.28 1.95 -0.0092
O -4.92 -2.88 2.24 -0.2400
O -2.29 -2.97 2.41 -0.5962
O -3.44 -0.80 2.58 -0.6443
O -3.33 -2.00 0.41 -0.6412
C -2.67 -5.85 0.26 -0.0506
C -3.41 -5.65 -1.06 -0.4669
C -4.86 -5.13 -0.77 -0.0922
C -5.67 -4.55 -1.94 -0.1488
C -4.84 -3.35 -2.38 -0.1587
C -3.47 -3.82 -2.79 -0.4922
N -2.72 -4.52 -1.73 -0.1698
O -1.42 -4.85 -2.19 -0.1235
C -3.48 -4.58 -4.17 -0.0082
C -2.63 -2.53 -3.07 -0.0423
C -3.30 -6.94 -1.91 -0.0217
H -2.98 -6.75 0.77 0.0964
H -2.77 -5.04 0.97 0.0412
H -1.61 -5.96 0.10 0.0726
H -5.39 -5.91 -0.26 0.1127
H -4.87 -4.38 -0.01 0.0889
H -6.69 -4.25 -1.65 0.1192
H -5.77 -5.19 -2.82 0.0945
H -4.71 -2.60 -1.53 0.1252
H -5.41 -2.80 -3.17 0.1401
H -2.59 -5.26 -4.32 0.0862
H -4.34 -5.21 -4.22 0.0524
H -3.39 -3.87 -4.98 0.0823
H -3.27 -1.94 -3.80 0.1085
H -2.60 -1.97 -2.11 0.0425
H -1.57 -2.57 -3.37 0.0758
H -3.83 -6.96 -2.91 0.0892
H -3.81 -7.68 -1.35 0.0608
H -2.28 -7.36 -2.10 0.1032
H -1.46 -5.22 -3.14 0.1118
C 3.30 -1.38 -3.17 -0.0337
C 2.86 -2.78 -2.68 -0.5251
C 3.90 -3.86 -2.91 -0.1368
C 5.10 -3.79 -1.97 -0.1795
C 4.61 -3.85 -0.53 -0.1641
C 3.68 -2.74 -0.25 -0.4951
N 2.57 -2.81 -1.25 -0.0978
O 1.49 -2.00 -0.90 -0.1377
C 3.04 -3.12 1.09 -0.0263
C 4.34 -1.34 -0.12 -0.0178
C 1.60 -3.17 -3.42 -0.0344
H 2.72 -0.55 -2.72 0.0712
H 3.02 -1.34 -4.28 0.1051
H 4.36 -1.19 -3.12 0.0675
H 3.46 -4.80 -2.81 0.1045
H 4.35 -3.76 -3.92 0.1338
H 5.72 -2.93 -2.16 0.0957
H 5.79 -4.65 -2.20 0.1262
H 5.54 -3.86 0.15 0.1536
H 4.10 -4.78 -0.33 0.1192
H 2.45 -2.37 1.63 0.0669
H 2.48 -3.99 0.86 0.0762
H 3.80 -3.48 1.75 0.0771
H 3.73 -0.48 0.18 0.0407
H 5.18 -1.32 0.62 0.0932
H 4.89 -1.05 -1.09 0.0881
H 1.86 -3.40 -4.49 0.1102
H 0.86 -2.40 -3.40 0.0553
H 1.19 -4.04 -2.92 0.0772
H 1.86 -1.03 -0.72 0.1246
C 3.81 2.16 -1.50 -0.0202
C 2.91 2.60 -2.66 -0.5713
C 3.40 1.98 -3.99 -0.1138
C 2.40 2.19 -5.17 -0.1599
C 1.06 1.52 -4.82 -0.1329
C 0.57 2.08 -3.49 -0.4789
N 1.60 1.98 -2.41 -0.0505
O 1.03 2.59 -1.23 -0.0680
C 0.04 3.57 -3.63 -0.0351
C -0.73 1.30 -3.10 -0.0394
C 2.88 4.06 -2.68 -0.0589
H 4.86 2.21 -1.84 0.0963
H 3.64 1.09 -1.31 0.0602
H 3.64 2.78 -0.64 0.0785
H 4.43 2.37 -4.12 0.1303
H 3.39 0.91 -3.86 0.0632
H 2.86 1.65 -6.05 0.1179
H 2.32 3.28 -5.46 0.1116
H 0.98 0.44 -4.80 0.1085
H 0.30 1.97 -5.46 0.1183
H -0.98 3.54 -3.98 0.0653
H 0.13 4.13 -2.66 0.0809
H 0.63 4.13 -4.39 0.0667
H -1.14 1.64 -2.15 0.0603
H -1.48 1.39 -3.90 0.0844
H -0.43 0.22 -3.03 0.0793
H 3.90 4.49 -2.67 0.0985
H 2.28 4.49 -1.82 0.1089
H 2.46 4.42 -3.64 0.0691
H 1.24 1.95 -0.54 0.0329
C -5.25 1.93 3.11 -0.0357
C -4.46 3.27 2.84 -0.4109
C -3.06 3.20 3.67 -0.1148
C -2.15 4.22 3.14 -0.1841
C -1.95 3.98 1.68 -0.1766
C -3.11 4.18 0.83 -0.5221
N -4.13 3.24 1.37 -0.1352
O -5.29 3.23 0.51 -0.0536
C -3.60 5.75 0.84 0.0038
C -2.82 3.98 -0.61 -0.0400
C -5.36 4.50 3.26 0.0021
H -5.52 1.88 4.15 0.0863
H -4.77 1.04 2.83 -0.0060
H -6.21 1.94 2.58 0.0907
H -3.27 3.21 4.74 0.1244
H -2.71 2.17 3.41 0.1066
H -1.20 4.13 3.72 0.0954
H -2.58 5.23 3.29 0.1160
H -1.47 3.02 1.51 0.0998
H -1.22 4.69 1.27 0.1433
H -4.67 5.64 0.66 0.0619
H -3.44 6.30 1.78 0.0673
H -3.12 6.44 0.19 0.0721
H -3.63 4.31 -1.29 0.1071
H -1.83 4.37 -0.83 0.0925
H -2.72 2.89 -0.75 0.0452
H -4.75 5.37 3.08 0.0464
H -5.61 4.49 4.28 0.0676
H -6.19 4.40 2.56 0.0790
H -5.60 4.17 0.50 0.0841
C 4.09 0.68 2.72 0.0098
C 3.55 0.49 4.24 -0.4857
C 4.48 1.25 5.19 -0.1669
C 4.46 2.73 4.97 -0.1980
C 3.01 3.30 5.21 -0.0975
C 1.94 2.55 4.30 -0.4534
N 2.26 1.09 4.49 -0.0518
O 1.31 0.34 3.69 -0.1493
C 0.57 2.68 5.04 -0.0277
C 1.81 3.15 2.92 -0.0188
C 3.55 -0.98 4.54 -0.0364
H 3.34 0.42 1.95 0.0520
H 4.86 -0.05 2.53 0.0661
H 4.43 1.69 2.52 0.0591
H 4.13 1.10 6.21 0.1172
H 5.52 0.86 5.12 0.1300
H 4.88 3.01 4.00 0.0977
H 5.11 3.18 5.80 0.1315
H 3.03 4.38 4.90 0.1262
H 2.89 3.18 6.29 0.1077
H -0.22 2.26 4.48 0.0463
H 0.70 2.32 6.03 0.0746
H 0.33 3.76 5.05 0.0857
H 1.52 4.21 3.06 0.0971
H 2.72 3.09 2.37 0.0600
H 1.03 2.82 2.23 0.0713
H 4.51 -1.38 4.70 0.0604
H 3.15 -1.66 3.75 0.0805
H 3.09 -1.21 5.52 0.1005
H 1.55 0.50 2.78 0.0122
```

Calculated values
strongest force on any atom: 4.65 eV/A
total charge: 0
total energy: -4284.93274 Ha
E_HOMO: -8.08 eV